(1)
Formula: C2H5GaMgO3
Source: OMol25
Level of theory: wB97M-V/def2-TZVPD

Values from the calculation:
- Strongest force on any atom: 0.0347 Eh/bohr
- HOMO-LUMO gap (alpha / beta): 8.59 / 6.05 eV
- Net charge: +1
- E_HOMO (alpha / beta): -13.5 / -13.4 eV
- 2S+1: 2
- ⟨S²⟩: 0.754
- Calculated total energy: -66112.338 eV

XYZ file:
```
12
Properties=species:S:1:pos:R:3:forces:R:3:mulliken_spin:R:1
O -0.355069 -1.371504 -0.281166 -0.94 1.07 -0.49 0.03
C 0.993144 -1.005881 -0.384213 0.86 -0.62 0.96 0.01
C 1.183034 0.533567 -0.382978 1.55 -0.76 -0.45 0.00
O 0.019496 1.098967 0.163776 -0.79 1.49 0.30 0.14
Ga -0.809830 0.541892 1.726808 -0.54 -0.38 -0.05 0.76
H 1.538179 -1.464860 -1.229574 -0.45 0.19 0.15 0.00
H 1.479370 -1.391625 0.536784 0.08 0.09 -0.37 0.00
H 1.364635 0.932675 -1.399041 -0.54 -0.02 0.29 0.01
H 2.097347 0.801217 0.176561 -0.53 0.01 -0.04 0.00
Mg -1.485914 0.138635 -0.738289 0.10 -1.01 -0.60 -0.03
O -2.556998 0.660003 0.778246 1.40 0.02 -0.21 0.08
H -3.467393 0.526913 1.033086 -0.20 -0.07 0.50 0.00
```
Forces are in eV/Å.

=====

(2)
Formula: C45H37IrN3OP2S4
Source: OMol25
Level of theory: wB97M-V/def2-TZVPD

Values from the calculation:
- Strongest force on any atom: 0.0123 Eh/bohr
- Energy relative to the best compared isomer or geometry (same formula, charge and spin): 0.0 kJ/mol
- HOMO-LUMO gap (alpha / beta): 5.00 / 4.47 eV
- Net charge: +1
- E_HOMO (alpha / beta): -7.4 / -10.0 eV
- 2S+1: 5
- ⟨S²⟩: 6.056
- Calculated total energy: -118535.810 eV

XYZ file:
```
93
Properties=species:S:1:pos:R:3:forces:R:3:mulliken_spin:R:1
Ir -0.961214 1.997026 0.469451 0.09 0.56 0.08 0.24
C -2.949394 1.819040 3.459546 0.05 -0.01 0.09 0.02
C -1.478861 1.984228 3.661265 0.11 0.05 -0.14 -0.01
C -1.030645 2.166204 4.967909 -0.18 -0.02 -0.04 -0.01
C 0.302840 2.345660 5.234761 0.20 0.09 0.02 0.01
C 1.184517 2.318374 4.172409 0.01 0.08 0.22 -0.01
C 0.704133 2.130992 2.895009 0.30 0.07 -0.40 0.03
N -0.619056 1.981922 2.615420 -0.16 -0.04 0.07 0.15
C 1.648910 2.146285 1.742034 -0.48 -0.03 0.39 -0.09
C 3.008247 2.232620 1.841550 0.44 0.01 -0.17 0.14
C 3.758293 2.368796 0.636705 -0.08 -0.02 0.47 0.05
C 3.121010 2.461228 -0.556048 -0.28 0.06 -0.26 0.05
C 1.700224 2.360124 -0.616832 0.26 0.01 0.36 0.14
N 1.031422 2.126688 0.554023 -0.02 0.13 -0.20 0.20
C 0.891460 2.462303 -1.758392 -0.32 0.06 -0.34 0.11
C 1.450920 2.718663 -3.037881 0.04 -0.05 0.28 0.06
C 0.647729 2.852055 -4.120771 -0.21 0.03 -0.18 0.02
C -0.742499 2.714907 -3.948096 0.14 -0.04 -0.14 0.14
C -1.267949 2.430997 -2.708169 0.06 -0.06 0.23 -0.05
C -2.755612 2.299369 -2.615405 0.01 0.01 -0.03 0.02
N -0.492659 2.287067 -1.595794 0.17 -0.09 -0.22 0.26
H -3.414973 1.571622 4.412385 -0.01 0.01 -0.01 0.00
H -3.172239 1.036154 2.743654 0.00 -0.03 0.04 0.00
H -3.394793 2.743292 3.089971 0.01 0.01 0.00 0.00
H -1.762284 2.168690 5.764461 0.02 0.00 -0.02 0.00
H 0.654100 2.507134 6.245588 0.00 -0.01 -0.01 0.00
H 2.241477 2.463886 4.329642 0.00 0.00 0.01 0.00
H 3.506736 2.222096 2.797936 0.02 0.02 -0.04 0.01
H 4.837330 2.439429 0.680441 -0.03 -0.01 0.03 0.01
H 3.692525 2.621152 -1.459203 -0.02 -0.03 0.00 0.01
H 2.520856 2.834554 -3.136257 -0.02 0.01 0.04 0.02
H 1.066078 3.077350 -5.094031 -0.03 -0.02 0.02 0.00
H -1.420949 2.835807 -4.781716 0.05 0.00 0.02 0.01
H -3.179801 2.270997 -3.619346 0.01 0.00 0.04 0.00
H -3.189579 3.154209 -2.097459 0.00 0.00 0.04 0.01
H -3.054413 1.406472 -2.069632 0.01 -0.02 -0.05 0.00
O -6.233491 6.447163 0.607089 0.09 -0.03 0.00 0.03
C -5.298698 5.705150 0.588582 -0.09 0.04 0.00 0.01
S -3.603073 6.234058 0.665300 -0.05 0.04 0.01 0.01
C -2.865183 4.652465 0.599473 -0.29 -0.15 -0.01 0.10
C -3.753805 3.567665 0.506984 0.04 0.35 0.02 0.12
S -3.315677 1.952782 0.415190 0.28 -0.34 -0.15 0.34
S -5.462585 3.934115 0.478183 0.03 0.07 0.01 0.01
S -1.188605 4.556564 0.649794 0.00 -0.26 -0.01 0.54
C -0.961411 -2.777980 0.192046 -0.16 0.13 0.39 0.12
P -0.453162 -0.915850 0.441979 -0.12 -0.29 -0.24 0.34
C -0.523705 -1.064080 2.260868 -0.04 -0.09 0.09 -0.07
C -1.787919 -1.330287 2.796980 0.06 -0.06 0.03 0.02
C -1.971769 -1.446982 4.165183 0.05 0.03 0.02 0.00
C -0.895226 -1.268612 5.026465 -0.03 -0.05 -0.05 0.00
C 0.354312 -0.962549 4.508732 -0.03 -0.09 -0.08 -0.01
C 0.542427 -0.864506 3.134749 0.01 0.00 0.06 0.00
C 1.297586 -1.086119 -0.056314 0.08 0.19 -0.04 -0.09
C 1.605279 -0.525658 -1.298808 0.00 -0.11 -0.04 0.08
C 2.898354 -0.583001 -1.805685 0.00 -0.08 0.05 0.03
C 3.906790 -1.176711 -1.060606 -0.06 0.00 -0.03 0.00
C 3.612518 -1.748604 0.172903 -0.06 0.00 -0.03 0.00
C 2.316357 -1.715969 0.665148 -0.03 -0.17 -0.06 -0.02
P -0.729675 -3.589056 -1.378960 0.18 -0.21 0.17 0.59
C -0.826318 -2.643280 -2.824113 -0.31 0.36 -0.41 0.04
C -0.098171 -3.005722 -3.972113 -0.06 0.07 0.05 0.06
C -0.244034 -2.265181 -5.127065 -0.11 0.08 -0.01 -0.04
C -1.154258 -1.211732 -5.164659 0.01 0.01 -0.05 0.09
C -1.928569 -0.892324 -4.052327 0.10 -0.03 -0.08 -0.01
C -1.770501 -1.597236 -2.879314 0.24 -0.02 0.01 0.06
C 0.698814 -4.631408 -1.353717 0.12 -0.24 0.09 0.06
C 0.557519 -5.903102 -0.786770 0.13 0.02 0.00 0.01
C 1.659146 -6.736845 -0.689625 0.02 0.06 -0.03 0.00
C 2.893528 -6.303057 -1.158800 -0.01 0.02 -0.01 0.02
C 3.033029 -5.038343 -1.718852 0.01 -0.01 -0.02 0.00
C 1.939079 -4.195026 -1.824467 0.11 -0.01 0.08 0.01
H -2.000162 -2.865868 0.513335 -0.05 0.04 -0.09 0.01
H -0.373777 -3.408038 0.864672 0.02 0.04 0.10 -0.01
H -2.648566 -1.433393 2.142073 0.03 0.00 0.01 0.00
H -2.957769 -1.659150 4.559271 0.02 0.00 0.00 0.00
H -1.034565 -1.354521 6.096525 0.00 0.00 -0.01 0.00
H 1.193173 -0.799600 5.174132 -0.02 0.01 -0.01 0.00
H 1.521151 -0.592971 2.757491 -0.09 -0.02 0.04 0.01
H 0.833075 -0.015630 -1.865369 -0.01 -0.11 0.02 -0.03
H 3.116271 -0.132356 -2.766442 0.00 0.00 0.01 0.00
H 4.922125 -1.193201 -1.436549 -0.01 -0.01 0.00 0.00
H 4.394986 -2.221375 0.753355 -0.02 -0.01 -0.02 0.00
H 2.103751 -2.201237 1.610109 0.00 0.02 -0.06 0.00
H 0.579682 -3.848990 -3.951798 -0.06 0.04 0.00 0.00
H 0.337706 -2.515473 -6.004285 -0.03 0.01 0.01 0.00
H -1.272584 -0.638453 -6.075456 0.00 -0.02 0.01 0.00
H -2.650137 -0.093908 -4.106805 -0.05 0.11 0.00 0.00
H -2.353000 -1.332798 -2.003901 0.02 -0.02 0.00 0.00
H -0.407089 -6.242562 -0.427185 0.01 0.03 -0.02 0.00
H 1.553974 -7.721296 -0.253872 0.01 0.01 -0.02 0.00
H 3.753828 -6.955907 -1.087029 -0.01 0.01 0.00 0.00
H 3.998958 -4.701088 -2.072425 -0.01 -0.02 0.02 0.00
H 2.058204 -3.200291 -2.242422 -0.01 -0.08 0.08 0.00
```
Forces are in eV/Å.

=====

(3)
Formula: C42H83BBrF9N5O5S
Source: OMol25
Level of theory: wB97M-V/def2-TZVPD

Values from the calculation:
- Strongest force on any atom: 0.0856 Eh/bohr
- HOMO-LUMO gap: 7.76 eV
- Net charge: +1
- E_HOMO: -12.0 eV
- Calculated total energy: -168592.130 eV

XYZ file:
```
147
Properties=species:S:1:pos:R:3:forces:R:3:lowdin_charge:R:1
C 4.032718 -1.212269 3.134686 0.54 -0.87 0.22 -0.13
C 5.250174 -0.564843 2.366722 -0.48 -0.13 0.78 -0.24
C 4.966407 0.901678 1.820471 1.05 -1.18 -0.84 -0.19
C 4.908337 0.804926 0.216975 -0.34 1.31 1.28 -0.16
C 3.977679 1.963967 -0.396695 0.73 -1.60 0.42 -0.09
C 2.713812 1.301840 -1.152669 2.89 2.81 1.76 -0.37
N 3.373939 0.462689 -2.161544 -1.26 0.52 -0.67 0.22
C 2.748775 0.223785 -3.196601 -0.14 -0.76 2.08 -0.29
O 2.077471 -0.189000 -4.031212 -0.06 0.04 -1.40 0.23
C 1.803247 2.467317 -1.688065 -1.71 -0.97 -0.56 -0.21
C 2.467274 3.418031 -2.751140 0.46 -0.41 -0.59 -0.11
C 1.952236 3.223487 -4.236504 1.36 1.31 -0.74 -0.16
O 0.522398 3.153199 -4.360054 0.36 -1.67 0.05 -0.08
C 0.087408 2.043992 -5.081491 -1.33 -1.49 0.46 -0.46
O 0.507789 1.690393 -6.141379 0.56 0.70 0.32 0.14
C -1.065283 1.208870 -4.388537 -0.91 1.86 0.19 -0.15
C -2.038809 0.527134 -5.420211 0.85 -0.39 0.73 -0.09
C 1.036955 3.249948 -0.521136 1.80 1.94 -1.17 -0.57
Br -0.467369 4.170379 -1.480703 0.12 -0.73 0.68 0.92
C 1.905819 4.482751 0.046137 0.08 0.72 -0.13 -0.08
B 1.828039 4.662938 1.638133 -0.55 0.57 0.90 -0.60
O 0.651085 5.149422 2.241825 1.38 -0.95 -0.37 0.14
O 2.943403 4.379153 2.480480 -1.41 -0.99 -0.75 0.09
N 0.627126 2.426860 0.624331 0.85 -1.74 -0.74 -0.01
C -0.806603 2.361819 0.978239 -1.71 -1.13 1.92 -0.16
C -1.683041 1.372263 0.078048 -0.62 0.76 0.43 -0.17
C -2.255943 0.176937 0.968948 -0.04 1.40 -1.02 -0.19
C -3.039902 -0.768231 0.005324 1.16 -0.05 -0.39 -0.06
C -3.792672 -1.992763 0.604372 -1.41 0.86 -2.02 -0.37
F -3.511417 -3.143139 -0.121078 0.03 1.21 1.58 0.08
F -5.154367 -1.764159 0.319142 1.40 -0.25 0.83 0.07
C -3.757988 -2.242197 2.154595 -3.19 -0.58 0.86 -0.37
F -4.758887 -3.171277 2.388544 1.58 0.93 -0.45 0.08
F -4.160944 -1.162295 2.912345 1.11 -0.91 -1.51 0.11
S -2.214305 -2.968263 2.901403 1.23 -3.58 2.13 0.90
F -1.303155 -2.733555 1.579473 -0.87 0.59 1.11 -0.17
F -1.758944 -1.573520 3.611238 -0.33 -1.03 -1.18 -0.16
F -3.079074 -3.371391 4.239114 1.01 0.99 -1.29 -0.15
F -2.612815 -4.451694 2.304340 0.46 1.81 0.25 -0.15
F -0.914450 -3.675582 3.595861 -1.26 0.98 -0.75 -0.14
C 1.379078 1.286717 0.890352 0.21 0.90 -0.61 -0.24
N 1.497527 0.930827 2.168010 -0.60 0.29 -0.09 0.28
N 2.079716 0.481279 -0.076674 -2.01 1.07 -0.37 0.03
C 1.064865 -0.496119 -0.591540 0.77 -2.37 -0.18 -0.10
C 1.813421 -1.907119 -0.748874 0.82 0.36 0.45 -0.22
N 1.166651 -2.970628 0.065752 0.35 0.31 -1.13 0.01
H 4.436145 -2.120003 3.674679 -0.55 0.87 -0.51 0.08
H 3.601656 -0.559527 3.944220 0.34 -0.42 -0.91 0.07
H 3.232127 -1.626094 2.449748 0.68 0.71 0.61 0.06
H 6.121401 -0.577954 3.081283 -0.85 0.19 -0.72 0.11
H 5.528197 -1.285360 1.543596 -0.21 0.95 0.68 0.11
H 4.031830 1.347293 2.242159 0.79 -0.46 -0.24 0.07
H 5.852630 1.521895 2.122328 -1.06 -0.22 -0.29 0.11
H 5.961973 0.982436 -0.120771 -1.03 -0.64 -0.03 0.12
H 4.524448 -0.217811 -0.003965 0.48 0.95 -0.29 0.08
H 3.684334 2.596246 0.477079 0.01 -0.26 -0.88 0.09
H 4.636984 2.532373 -1.095273 -1.00 -0.16 0.44 0.12
H 0.946468 1.956445 -2.237165 0.80 0.45 0.52 0.11
H 2.388310 4.510067 -2.537404 -0.19 -1.02 0.29 0.12
H 3.573812 3.193812 -2.795687 -1.12 0.31 0.03 0.13
H 2.478982 2.392460 -4.788735 -0.85 0.57 0.71 0.13
H 2.271573 4.159891 -4.784759 -0.23 -1.00 0.55 0.14
H -1.666957 1.981364 -3.816644 0.63 -0.86 -0.33 0.11
H -0.672828 0.495260 -3.618094 0.02 0.53 -0.83 0.09
H -2.743644 -0.137269 -4.842342 0.56 0.79 -0.71 0.08
H -2.598003 1.319425 -5.977153 0.50 -0.89 0.33 0.09
H -1.422954 -0.128129 -6.090061 -0.78 0.72 0.33 0.08
H 1.540324 5.455892 -0.394830 0.32 -1.12 0.33 0.10
H 2.986524 4.415722 -0.239539 -0.97 -0.18 0.15 0.09
H 0.767565 5.202361 3.209379 -0.13 0.21 -0.53 0.12
H 2.657836 3.672586 3.086789 0.52 0.64 0.21 0.10
H -0.859769 1.890751 2.006783 0.26 0.66 -0.99 0.13
H -1.310188 3.354924 1.127004 1.09 -0.78 -0.56 0.12
H -1.146205 1.025410 -0.839037 -0.33 0.24 0.80 0.09
H -2.568178 1.973381 -0.268712 0.86 -0.60 0.08 0.12
H -1.374324 -0.264487 1.492198 -1.05 -0.03 -0.19 0.08
H -2.982139 0.676954 1.672804 0.98 -0.77 -0.33 0.14
H -3.757481 -0.134944 -0.589343 0.44 -0.85 0.80 0.15
H -2.310697 -1.167873 -0.762144 -0.74 0.19 0.85 0.13
H 1.476059 1.674366 2.866657 -0.76 -0.62 -0.25 0.15
H 1.532839 -0.039393 2.483950 0.74 0.33 -0.31 0.14
H 0.300471 -0.660819 0.208951 0.36 0.15 -0.91 0.11
H 0.619798 -0.243956 -1.588782 0.13 0.28 1.02 0.11
H 2.848056 -1.778718 -0.315738 -1.06 0.05 -0.54 0.11
H 1.962860 -2.181721 -1.829148 -0.36 0.30 0.82 0.11
H 1.863439 -3.717473 0.173606 -0.50 0.26 0.04 0.09
H 0.425272 -3.363598 -0.522625 0.11 -0.10 0.49 0.04
C -10.521627 -6.086571 4.986149 -0.12 0.04 -0.09 -0.11
C -9.880615 -6.610942 3.706757 0.04 -0.08 0.12 -0.27
C -8.354003 -6.658605 3.768099 0.04 -0.04 -0.14 -0.23
C -7.663628 -5.305378 3.953870 -0.05 0.05 0.13 -0.23
C -7.981662 -4.256921 2.887929 0.13 -0.03 0.01 -0.27
C -7.539125 -4.664282 1.487825 -0.12 0.11 -0.07 -0.11
H -10.236676 -5.051421 5.185811 0.00 -0.04 0.04 0.06
H -11.610265 -6.118389 4.902901 0.05 0.02 0.07 0.07
H -10.232649 -6.696149 5.845823 0.01 0.05 -0.01 0.08
H -10.210756 -6.007197 2.856418 0.03 -0.01 -0.01 0.10
H -10.249734 -7.624756 3.524338 0.02 0.05 -0.06 0.11
H -7.981011 -7.134299 2.855158 0.01 0.02 0.03 0.10
H -8.052387 -7.315001 4.591451 -0.03 0.02 -0.02 0.11
H -6.580399 -5.471234 3.975472 -0.02 0.02 -0.02 0.11
H -7.922468 -4.896854 4.936094 0.01 -0.03 -0.02 0.10
H -7.471159 -3.326430 3.156692 -0.07 -0.01 0.02 0.10
H -9.051583 -4.028781 2.882976 0.02 -0.02 0.03 0.10
H -6.465702 -4.866794 1.461637 -0.04 -0.06 -0.02 0.06
H -7.746857 -3.859668 0.778215 0.05 -0.07 -0.03 0.07
H -8.067098 -5.554430 1.140077 0.05 0.01 0.00 0.07
C -1.576628 -3.798965 -2.596253 -0.08 -0.21 0.13 -0.11
C -0.567273 -4.914711 -2.840256 0.11 0.19 -0.07 -0.26
C 0.320211 -4.672712 -4.061336 0.10 -0.15 -0.02 -0.22
C -0.416580 -4.592278 -5.400199 -0.10 0.12 0.01 -0.23
C -1.254955 -5.819022 -5.759750 0.10 0.01 -0.08 -0.27
C -0.430744 -7.091854 -5.911616 -0.13 -0.07 0.04 -0.11
H -2.286128 -3.709576 -3.420962 0.04 0.08 0.02 0.08
H -2.148440 -4.000478 -1.690296 0.01 0.05 -0.09 0.05
H -1.070385 -2.834615 -2.468739 0.00 0.06 -0.09 0.06
H -1.091204 -5.869595 -2.930380 0.03 0.02 0.00 0.11
H 0.076688 -5.000751 -1.957845 -0.01 -0.13 -0.04 0.09
H 1.074577 -5.464376 -4.108817 -0.02 0.04 -0.01 0.11
H 0.876177 -3.738172 -3.917116 -0.01 0.01 0.01 0.10
H 0.322909 -4.424514 -6.190469 -0.03 -0.01 0.03 0.11
H -1.065118 -3.709609 -5.406341 0.04 0.00 0.00 0.10
H -1.766000 -5.621183 -6.706572 -0.02 0.03 0.08 0.11
H -2.040788 -5.977074 -5.014752 0.01 0.03 -0.01 0.10
H 0.341562 -6.967997 -6.674469 0.01 -0.01 0.05 0.08
H -1.072014 -7.921950 -6.215034 0.09 0.00 0.01 0.07
H 0.052341 -7.375105 -4.974028 0.02 -0.01 -0.05 0.07
C 6.911872 9.337367 3.462734 0.13 -0.09 0.03 -0.11
C 7.207175 8.912635 2.029143 -0.06 0.13 0.01 -0.27
C 5.984576 8.974406 1.113737 0.04 -0.05 -0.14 -0.23
C 4.829007 8.049240 1.502277 0.02 0.05 0.11 -0.22
C 5.180340 6.563649 1.589597 -0.17 0.09 -0.13 -0.26
C 5.644600 5.972764 0.262997 0.07 -0.14 0.13 -0.10
H 6.193556 8.668870 3.942443 0.00 0.05 0.01 0.06
H 7.827523 9.318507 4.057677 -0.08 0.03 0.03 0.07
H 6.511917 10.353664 3.494241 -0.03 -0.05 0.01 0.08
H 7.637843 7.906890 2.025359 -0.01 0.00 -0.03 0.10
H 7.975695 9.576381 1.622208 -0.01 -0.08 -0.02 0.11
H 6.301207 8.749973 0.089813 -0.03 0.01 0.02 0.10
H 5.609644 10.003049 1.091429 0.03 -0.03 0.01 0.11
H 4.022113 8.180289 0.771480 0.01 -0.01 0.01 0.11
H 4.415059 8.368645 2.464128 0.02 0.00 -0.03 0.10
H 4.292635 6.018377 1.919361 0.22 0.12 0.05 0.07
H 5.944676 6.395590 2.353914 -0.02 0.02 -0.01 0.11
H 4.881233 6.100985 -0.510630 0.05 0.06 -0.04 0.07
H 5.834992 4.901121 0.373578 0.02 0.02 -0.06 0.06
H 6.569230 6.436521 -0.085161 -0.06 -0.02 -0.06 0.07
```
Forces are in eV/Å.